1.
Below is 4 unconnected molecules or ions with the total composition C4H16O4, with properties calculated with the ωB97M-V functional and the def2-TZVPD basis.

Results
HOMO, eV: -10.478
SMILES: CC[C@H](C)O.O.O.O
LUMO, eV: 0.37
Largest force on an atom, eV Å⁻¹: 4.01
Orbital gap, eV: 10.848

Last column: natural (NBO) charge in e.
Element x y z (Å)
C1 -2.4274 1.2829 -1.5765  -0.614
C2 -1.5631 0.8270 -0.3416  -0.450
C3 -0.4860 -0.2086 -0.6530  0.092
C4 -0.1291 -0.9501 0.6283  -0.629
O1 0.6749 0.3546 -1.1963  -0.715
H1 -1.8040 2.0322 -2.1618  0.202
H2 -3.3907 1.5784 -1.2490  0.214
H3 -2.6749 0.5064 -2.4716  0.211
H4 -1.0935 1.7342 0.1854  0.215
H5 -2.4084 0.4909 0.2605  0.220
H6 -0.8542 -0.9870 -1.4375  0.158
H7 -0.3208 -0.2189 1.4555  0.190
H8 -0.9581 -1.6983 0.8889  0.203
H9 0.8928 -1.3179 0.6628  0.229
H10 0.4711 1.2000 -1.4781  0.470
O2 2.2533 1.3686 1.2486  -0.927
H11 2.9649 0.6478 1.3552  0.466
H12 1.5731 0.8822 1.8336  0.462
O3 3.8443 0.0391 -1.8872  -0.977
H13 3.9317 0.7870 -1.2869  0.483
H14 2.9752 -0.3718 -1.9649  0.495
O4 -0.5677 -2.8716 3.4087  -0.922
H15 -0.7838 -3.0476 2.4438  0.466
H16 -0.1198 -2.0593 3.3331  0.459



2.
Below is 5 unconnected molecules or ions with the total composition C4H16O4, with properties calculated with the ωB97M-V functional and the def2-TZVPD basis.

Results
HOMO, eV: -9.439
SMILES: C/C=C/C.O.O.O.O
LUMO, eV: 0.63
Largest force on an atom, eV Å⁻¹: 5.41
Orbital gap, eV: 10.070

Last column: natural (NBO) charge in e.
Element x y z (Å)
C1 0.1837 1.6133 -2.5639  -0.619
C2 0.1716 0.5003 -1.5450  -0.257
C3 1.1406 0.2497 -0.7280  -0.133
C4 1.2162 -0.7335 0.3605  -0.701
H1 -0.7623 2.2580 -2.3987  0.193
H2 1.0566 2.2288 -2.3895  0.212
H3 0.1867 1.2021 -3.6185  0.218
H4 -0.6665 -0.0612 -1.6913  0.180
H5 2.0322 0.8430 -0.7825  0.188
H6 1.2771 -1.7590 -0.0989  0.266
H7 2.1559 -0.5141 0.9371  0.205
H8 0.5213 -0.6986 1.1294  0.231
O1 0.1264 -3.0852 -1.1146  -0.936
H9 -0.0269 -3.7609 -0.4251  0.485
H10 -0.4869 -2.4376 -1.0918  0.466
O2 -1.2278 2.2918 0.3088  -0.965
H11 -1.7030 2.9150 -0.3176  0.481
H12 -1.1306 1.4685 -0.1673  0.482
O3 -0.6472 0.5854 2.6564  -0.968
H13 -1.0089 1.2218 3.3298  0.485
H14 -0.3434 1.1496 1.9666  0.495
O4 -0.9166 -2.1158 2.6331  -0.963
H15 -1.1565 -1.2004 2.7683  0.493
H16 0.0081 -2.1610 2.8427  0.462



3.
Below is 4 unconnected molecules or ions with the total composition C4H16O4, with properties calculated with the ωB97M-V functional and the def2-TZVPD basis.

Results
HOMO, eV: -9.364
SMILES: CO.CO.CO.CO
LUMO, eV: 0.69
Largest force on an atom, eV Å⁻¹: 10.77
Orbital gap, eV: 10.055

Last column: natural (NBO) charge in e.
Element x y z (Å)
C1 1.7441 1.6363 -0.7693  -0.272
O1 0.7355 0.5715 -1.2227  -0.740
H1 2.5434 1.2392 -1.2472  0.184
H2 1.7721 1.4480 0.2806  0.182
H3 1.8593 2.5638 -1.0649  0.184
H4 0.1317 0.9948 -1.7594  0.463
C2 -1.9871 2.2256 -2.0436  -0.237
O2 -1.7082 1.4956 -3.2200  -0.711
H5 -1.6226 3.2385 -2.1837  0.170
H6 -1.3580 1.7465 -1.3502  0.164
H7 -2.8917 2.1858 -2.1006  0.166
H8 -2.1601 0.7739 -2.9859  0.449
C3 -0.0145 0.0075 3.1693  -0.270
O3 -0.4020 -1.2057 3.9065  -0.787
H9 0.9160 0.3772 3.6176  0.192
H10 -1.0269 0.4865 3.0062  0.195
H11 0.2268 -0.2345 2.0702  0.183
H12 -1.0584 -1.2362 4.6290  0.486
C4 0.7453 -3.3509 0.0226  -0.233
O4 0.2375 -2.6958 -1.0171  -0.702
H13 1.6733 -3.1017 0.2947  0.161
H14 0.5150 -4.3305 0.1015  0.172
H15 0.3877 -2.8855 1.0101  0.125
H16 0.7417 -1.9498 -1.1438  0.475



4.
Below is a molecular structure, C4H17BBrIN8O4, with properties calculated with the ωB97M-V functional and the def2-TZVPD basis.

Results
HOMO, eV: -9.770
LUMO, eV: -0.58
Largest force on an atom, eV Å⁻¹: 0.47
Orbital gap, eV: 9.187

Last column: natural (NBO) charge in e.
Element x y z (Å)
Br1 0.3049 1.7143 1.1263  -0.057
B1 -1.2372 2.8443 1.0797  0.121
I1 -3.1759 1.9558 1.0474  -0.011
H1 -1.1088 4.0116 1.0651  -0.035
C1 -7.3184 4.7307 0.7056  0.773
O1 -8.2026 5.4573 0.2967  -0.655
N1 -7.1736 4.4290 2.0383  -0.855
N2 -6.3931 4.1534 -0.1258  -0.854
H2 -6.4501 3.8361 2.3969  0.386
H3 -7.8330 4.8357 2.6730  0.406
H4 -6.4664 4.3552 -1.1042  0.408
H5 -5.6608 3.5502 0.1980  0.387
C2 1.0609 3.8975 -2.5974  0.774
O2 0.4678 4.8301 -2.0823  -0.668
N3 1.0930 2.6564 -2.0245  -0.851
N4 1.7356 4.0263 -3.7855  -0.852
H6 1.5664 1.8655 -2.4183  0.392
H7 0.6085 2.5542 -1.1512  0.400
H8 1.7258 4.9275 -4.2222  0.407
H9 2.2305 3.2749 -4.2253  0.387
C3 2.4113 -1.9092 0.9513  0.773
O3 3.0385 -0.9175 0.6098  -0.681
N5 2.8720 -3.1787 0.7653  -0.842
N6 1.1789 -1.8044 1.5484  -0.856
H10 2.3711 -4.0109 1.0135  0.405
H11 3.7613 -3.2770 0.3156  0.406
H12 0.8338 -0.8750 1.6891  0.402
H13 0.6254 -2.5893 1.8319  0.387
C4 3.7469 -6.6143 0.1548  0.776
O4 2.8197 -5.8983 -0.1885  -0.677
N7 3.9625 -6.9644 1.4621  -0.847
N8 4.6434 -7.1189 -0.7469  -0.845
H14 4.7190 -7.5488 1.7614  0.391
H15 3.3213 -6.6129 2.1465  0.407
H16 4.5084 -6.8785 -1.7103  0.411
H17 5.4132 -7.7079 -0.4940  0.390



5.
Below is 3 unconnected molecules or ions with the total composition C4H17N2O2, with properties calculated with the ωB97M-V functional and the def2-TZVPD basis.

Results
HOMO (spin up / spin down), eV: -2.913 / -9.111
2S+1: 2
LUMO (spin up / spin down), eV: 0.62 / 0.43
Largest force on an atom, eV Å⁻¹: 3.49
Orbital gap (spin up / spin down), eV: 3.536 / 9.538

Last column: natural (NBO) charge in e.
Element x y z (Å)
N1 1.5452 -0.0201 0.4273  -1.038
C1 0.4728 -0.5847 1.3620  -0.177
C2 0.3977 -2.0960 1.2457  -0.655
C3 -0.7362 0.2911 1.2700  -0.263
N2 -1.2971 0.3980 -0.1169  -0.642
C4 -1.7642 -0.8454 -0.7661  -0.427
H1 1.3595 1.0017 0.2031  0.350
H2 2.5198 -0.1824 0.7820  0.262
H3 1.6491 -0.5675 -0.4569  0.439
H4 0.8629 -0.3866 2.3729  0.218
H5 0.6436 -2.5599 0.2960  0.231
H6 -0.6569 -2.3870 1.3669  0.217
H7 1.0033 -2.5995 1.9979  0.228
H8 -1.5451 -0.1652 1.8665  0.179
H9 -0.6019 1.3324 1.5516  0.215
H10 -2.0753 1.0305 -0.1790  0.360
H11 -0.9278 -1.4592 -1.0664  0.194
H12 -2.4126 -1.4607 -0.1244  0.161
H13 -2.3753 -0.4958 -1.5910  0.204
H14 -0.3062 6.3105 -1.2554  0.462
H15 -0.4740 5.0086 -0.5908  0.458
O1 -0.3290 5.3698 -1.4587  -0.935
H16 1.2680 -1.0964 -2.8146  0.485
H17 2.1247 -2.3119 -2.3082  0.483
O2 1.6549 -1.5245 -2.0136  -1.010



6.
Below is 3 unconnected molecules or ions with the total composition C4H17N2O2, with properties calculated with the ωB97M-V functional and the def2-TZVPD basis.

Results
HOMO (spin up / spin down), eV: -2.798 / -9.453
2S+1: 2
LUMO (spin up / spin down), eV: 0.43 / 0.35
Largest force on an atom, eV Å⁻¹: 1.81
Orbital gap (spin up / spin down), eV: 3.232 / 9.807

Last column: natural (NBO) charge in e.
Element x y z (Å)
C1 -0.2520 1.5401 -1.0091  -0.639
C2 0.7823 0.5171 -0.5277  -0.059
C3 0.6905 0.0999 0.9649  -0.447
C4 -0.0254 -1.1924 1.2459  -0.332
N1 -1.4918 -1.2417 0.7914  -1.019
N2 0.6966 -0.6494 -1.3737  -0.883
H1 -0.4019 2.3732 -0.3284  0.220
H2 0.1194 1.9887 -1.9149  0.208
H3 -1.1359 1.0112 -1.3696  0.181
H4 1.7173 1.0491 -0.5609  0.199
H5 1.7025 -0.1337 1.2207  0.221
H6 0.4271 0.8969 1.6377  0.222
H7 -0.0584 -1.4558 2.3032  0.211
H8 0.3904 -2.0707 0.7756  0.213
H9 -1.4534 -1.7331 -0.1123  0.411
H10 -2.1200 -1.7578 1.4434  0.303
H11 -1.8727 -0.2856 0.6656  0.340
H12 0.1662 -0.6134 -2.2317  0.370
H13 1.5589 -1.1090 -1.6271  0.371
H14 -3.0021 0.0355 -1.5286  0.453
H15 -2.9834 -1.3032 -2.3076  0.460
O1 -3.1906 -0.9147 -1.4504  -1.007
H16 3.0532 2.5682 1.8670  0.475
H17 3.8061 1.2476 1.9094  0.474
O2 3.1139 1.7158 1.4277  -0.944



7.
Below is 4 unconnected molecules or ions with the total composition C4H17N2O2, with properties calculated with the ωB97M-V functional and the def2-TZVPD basis.

Results
Total charge: +1
HOMO, eV: -13.469
LUMO, eV: -8.39
Largest force on an atom, eV Å⁻¹: 5.04
Orbital gap, eV: 5.075

Last column: natural (NBO) charge in e.
Element x y z (Å)
C1 1.4422 0.4492 1.6285  -0.216
N1 2.3664 -0.6286 1.3433  -0.731
C2 0.1872 0.3997 0.7176  -0.303
N2 -0.6483 -0.6929 0.9789  -0.136
C3 -2.0326 -0.5501 0.6860  -0.278
C4 -2.3947 -0.4484 -0.8332  -0.574
H1 1.9008 1.4315 1.5040  0.227
H2 1.1755 0.3344 2.6768  0.253
H3 3.0688 -0.7878 2.0404  0.393
H4 1.9062 -1.4992 1.1618  0.403
H5 0.5973 0.3699 -0.3432  0.421
H6 -0.3693 1.3279 0.8360  0.244
H7 -0.2141 -1.5456 0.4072  0.428
H8 0.5046 5.0137 -2.6893  -0.011
H9 -2.4516 -1.5229 0.9552  0.238
H10 -2.5040 0.2332 1.2660  0.250
H11 -2.1219 0.5568 -1.1177  0.222
H12 -3.4804 -0.4761 -0.9004  0.254
H13 -1.8604 -1.1194 -1.4999  0.243
H14 0.8748 5.5661 -2.3565  0.012
H15 1.2509 0.0601 -2.5182  0.520
O1 0.6326 -0.1279 -1.8061  -0.894
H16 0.7393 -1.0447 -1.4375  0.527
H17 0.6325 -3.1213 -0.4193  0.493
O2 0.7982 -2.1776 -0.2804  -0.983



8.
Below is 4 unconnected molecules or ions with the total composition C4H17N2O3S, with properties calculated with the ωB97M-V functional and the def2-TZVPD basis.

Results
Total charge: -1
HOMO, eV: -3.515
LUMO, eV: 3.42
Largest force on an atom, eV Å⁻¹: 3.99
Orbital gap, eV: 6.937

Last column: natural (NBO) charge in e.
Element x y z (Å)
N1 0.5117 0.8558 -0.9589  -0.952
C1 0.5412 1.0491 0.5407  -0.070
C2 1.7347 0.2378 1.1084  -0.546
S1 2.0817 -1.3626 0.2141  -0.680
C3 -0.9205 0.5540 1.2427  -0.230
N2 -2.0548 1.4501 0.9634  -0.651
C4 -2.9980 1.1250 -0.0271  -0.413
H1 1.1423 -0.0333 -1.1179  0.407
H2 -0.5027 0.5989 -1.1629  0.363
H3 0.5107 2.0315 0.9670  0.171
H4 2.6604 0.8925 1.1241  0.186
H5 1.6327 -0.1111 2.1106  0.205
H6 -0.7570 0.5015 2.3787  0.185
H7 -1.2044 -0.3854 0.7536  0.170
H8 -1.5543 2.2746 0.7336  0.344
H9 -3.8158 0.5458 0.5893  0.194
H10 -2.7125 0.7121 -1.0226  0.181
H11 -3.3225 2.2383 -0.3401  0.184
H12 0.3572 2.9538 -1.8238  0.464
H13 1.6503 2.2521 -1.2410  0.508
O1 1.2510 3.0919 -1.6082  -0.992
H14 -1.2806 -3.0415 -1.6478  0.472
H15 -0.1893 -2.1113 -1.8085  0.486
O2 -1.0664 -2.2385 -2.1574  -0.961
H16 -0.5047 -1.8506 1.0251  0.502
H17 -0.0154 -3.3993 1.4977  0.483
O3 -0.7777 -2.8788 1.0580  -1.010



9.
Below is 5 unconnected molecules or ions with the total composition C4H17N2O6, with properties calculated with the ωB97M-V functional and the def2-TZVPD basis.

Results
Total charge: -1
HOMO, eV: -5.021
LUMO, eV: 3.38
Largest force on an atom, eV Å⁻¹: 5.25
Orbital gap, eV: 8.405

Last column: natural (NBO) charge in e.
Element x y z (Å)
O1 0.4344 -0.4018 -1.2597  -0.783
C1 -0.1044 -0.5209 -0.1415  0.667
N1 -0.7426 0.4333 0.4409  -0.687
C2 -1.1681 0.7576 2.0843  0.175
O2 -0.1099 1.0227 2.8096  -0.862
C3 -0.1156 -2.0187 0.5491  -0.117
C4 0.6579 -2.1808 1.8442  -0.628
N2 0.4457 -2.9174 -0.4881  -0.848
H1 -0.7654 1.3708 0.1285  0.392
H2 -1.5549 -0.2054 2.5413  0.103
H3 -2.0039 1.3909 1.8426  0.118
H4 -1.2250 -2.1928 0.5393  0.203
H5 0.4396 -3.1280 2.2406  0.205
H6 1.7474 -2.2788 1.7067  0.202
H7 0.4956 -1.4592 2.5899  0.246
H8 0.0447 -2.9009 -1.4228  0.366
H9 1.3902 -2.6631 -0.7144  0.354
H10 1.0206 1.6999 1.8795  0.499
H11 2.0500 1.0343 1.2586  0.457
O3 1.7870 1.9840 1.3031  -1.026
H12 0.8339 3.3300 -0.2475  0.498
H13 0.7115 2.4310 -1.3580  0.473
O4 0.2721 3.1583 -1.0022  -0.968
H14 0.8920 0.6339 -3.7603  0.452
H15 0.8077 -0.5645 -2.7928  0.511
O5 0.9887 -0.3454 -3.7751  -1.003
H16 -1.9879 2.1840 -1.9349  0.490
H17 -2.4440 0.7428 -2.4495  0.470
O6 -2.7970 1.6042 -2.4115  -0.960



10.
Below is 4 unconnected molecules or ions with the total composition C4H17NO3, with properties calculated with the ωB97M-V functional and the def2-TZVPD basis.

Results
HOMO, eV: -8.900
SMILES: CCN(C)C.O.O.O
LUMO, eV: 0.53
Largest force on an atom, eV Å⁻¹: 2.22
Orbital gap, eV: 9.434

Last column: natural (NBO) charge in e.
Element x y z (Å)
C1 -0.7131 -1.5607 -3.0329  -0.615
C2 -0.9697 -0.2103 -2.3373  -0.226
N1 -0.2965 -0.1304 -1.0486  -0.437
C3 -0.1691 1.2993 -0.6939  -0.415
C4 -1.1427 -0.9137 -0.0740  -0.421
H1 0.2742 -1.5648 -3.5353  0.209
H2 -0.6854 -2.3618 -2.3349  0.204
H3 -1.4024 -1.7876 -3.8445  0.211
H4 -2.0849 0.0270 -2.2711  0.159
H5 -0.6654 0.6199 -2.9471  0.195
H6 -1.0310 1.9242 -0.9952  0.183
H7 0.5898 1.5981 -1.4170  0.199
H8 0.1200 1.3866 0.3510  0.196
H9 -2.0584 -0.4386 0.2803  0.192
H10 -1.3726 -1.8833 -0.5619  0.201
H11 -0.5438 -1.2289 0.7741  0.164
O1 -2.3078 2.6776 1.6570  -0.962
H12 -2.8842 3.4243 1.8016  0.482
H13 -1.8280 2.3688 2.4301  0.481
O2 4.0699 0.3455 2.3635  -0.936
H14 4.0878 -0.2990 1.6501  0.471
H15 3.1711 0.6932 2.3356  0.467
O3 1.2820 -1.7184 2.0777  -0.962
H16 1.1217 -2.6737 2.0241  0.486
H17 0.8430 -1.1685 1.4348  0.476



11.
Below is 4 unconnected molecules or ions with the total composition C4H17NO3, with properties calculated with the ωB97M-V functional and the def2-TZVPD basis.

Results
HOMO, eV: -8.542
SMILES: CCN(C)C.O.O.O
LUMO, eV: 0.54
Largest force on an atom, eV Å⁻¹: 5.51
Orbital gap, eV: 9.078

Last column: natural (NBO) charge in e.
Element x y z (Å)
C1 -2.9073 -0.4405 -1.2983  -0.633
C2 -1.8089 0.5654 -1.2954  -0.232
N1 -0.4690 0.0327 -1.0024  -0.460
C3 0.0679 0.6450 0.2854  -0.426
C4 -0.4181 -1.4514 -1.1578  -0.421
H1 -2.7901 -1.0285 -2.2582  0.195
H2 -2.8828 -1.1766 -0.5183  0.206
H3 -4.0050 -0.1819 -1.3580  0.227
H4 -2.1506 1.2996 -0.5496  0.194
H5 -1.7438 0.9969 -2.2821  0.187
H6 -0.0285 0.1971 1.2525  0.189
H7 -0.2050 1.7069 0.2707  0.221
H8 1.2253 0.6694 0.2022  0.172
H9 -1.2386 -2.0495 -0.7868  0.177
H10 -0.4513 -1.6870 -2.2816  0.199
H11 0.4398 -1.7069 -0.5462  0.203
O1 1.6000 -1.2918 3.9528  -0.922
H12 2.3394 -1.6351 4.3219  0.463
H13 1.4392 -1.6874 3.1755  0.460
O2 1.7098 2.0048 2.4792  -0.921
H14 2.0625 1.1448 2.2340  0.465
H15 2.2741 2.2499 3.1212  0.458
O3 3.0030 0.8780 -1.7531  -0.927
H16 2.8378 0.9980 -2.6886  0.460
H17 2.1002 0.9480 -1.5189  0.466



12.
Below is 5 unconnected molecules or ions with the total composition C4H17NO5S, with properties calculated with the ωB97M-V functional and the def2-TZVPD basis.

Results
HOMO, eV: -8.720
SMILES: CN[C@H](C=O)CS.O.O.O.O
LUMO, eV: 0.43
Largest force on an atom, eV Å⁻¹: 8.80
Orbital gap, eV: 9.146

Last column: natural (NBO) charge in e.
Element x y z (Å)
C1 -1.5462 1.8583 -1.5378  -0.420
N1 -1.7215 0.3860 -1.5123  -0.650
C2 -0.6656 -0.3410 -0.8326  -0.171
C3 0.4794 -0.7301 -1.8202  0.422
O1 0.3526 -1.3373 -2.8956  -0.542
C4 -1.0692 -1.6849 0.0058  -0.505
S1 -0.0051 -1.8816 1.5056  -0.085
H1 -1.1154 2.2474 -2.4144  0.196
H2 -2.5856 2.2347 -1.3749  0.188
H3 -0.9101 2.1749 -0.7930  0.202
H4 -1.9529 0.0864 -2.4900  0.385
H5 -0.2087 0.3856 -0.0857  0.220
H6 1.5127 -0.3746 -1.4989  0.122
H7 -2.0828 -1.4816 0.3645  0.239
H8 -0.9084 -2.5383 -0.6200  0.231
H9 -0.5050 -0.7855 2.1991  0.157
O2 2.5261 -0.3489 0.5569  -0.945
H10 2.3691 0.0106 1.3770  0.496
H11 2.1365 -1.2447 0.4742  0.508
O3 -1.6651 1.5055 1.7182  -0.934
H12 -1.8914 1.6033 0.9082  0.476
H13 -1.9239 2.0767 2.3321  0.482
O4 1.7046 1.7428 -0.5879  -1.025
H14 2.5766 2.2123 -0.7912  0.473
H15 2.0243 0.7943 -0.3207  0.487
O5 0.9397 1.2539 2.4854  -0.959
H16 1.4605 1.6442 1.8714  0.470
H17 0.0833 1.2159 2.2509  0.479